Formula: C25H30N4O5
Source: the OMol25 dataset
Level of theory: ωB97M-V with the def2-TZVPD basis set

XYZ file:
```
64
Properties=species:S:1:pos:R:3:forces:R:3:lowdin_charge:R:1
C -6.21230 -1.62153 -1.67562 0.00 -0.02 0.00 -0.04
C -5.29902 -1.24160 -0.55377 0.14 0.13 0.25 -0.27
C -4.05143 -1.82806 -0.41510 -0.04 -0.02 -0.05 0.04
C -3.24589 -1.43971 0.65467 -0.41 0.07 -0.18 -0.30
N -3.62045 -0.53222 1.55206 0.48 -0.14 0.14 0.12
C -4.81247 0.02179 1.41439 -0.25 0.07 -0.11 -0.15
C -5.68565 -0.28972 0.38969 0.06 -0.05 -0.06 -0.04
H -6.64798 0.19363 0.32061 -0.10 0.08 0.02 0.11
H -5.07116 0.75413 2.16839 -0.10 0.07 0.02 0.11
N -1.98427 -1.96412 0.89830 -0.04 0.20 0.40 0.15
C -1.24145 -2.79917 0.12695 0.35 -0.17 0.32 -0.47
O -1.56948 -3.21770 -0.96274 -0.07 -0.11 -0.31 0.07
C 0.08436 -3.18988 0.77496 0.04 0.10 -0.11 -0.08
C 1.18809 -2.14742 0.55593 -0.26 -0.23 0.16 -0.06
C 1.08498 -0.97228 1.50849 0.30 -0.21 -0.33 -0.42
O 0.12151 -0.79236 2.24365 -0.23 0.01 0.23 0.03
N 2.11134 -0.09783 1.49059 0.09 0.24 0.26 0.00
C 3.27283 -0.23488 0.68273 0.26 -0.06 -0.38 -0.23
C 3.45423 0.59710 -0.40980 -0.15 -0.12 0.20 0.01
C 4.59932 0.51721 -1.19892 0.40 -0.20 -0.04 0.03
C 5.53953 -0.42009 -0.84853 -0.27 -0.23 0.48 -0.20
C 5.36388 -1.25122 0.26257 -0.09 0.39 -0.42 -0.19
C 4.24417 -1.17533 1.05065 0.29 0.01 -0.13 0.07
H 4.12306 -1.80012 1.92002 -0.05 -0.08 0.13 0.14
O 6.44643 -2.07285 0.39148 -0.39 0.01 0.28 0.04
C 7.31842 -1.73502 -0.66815 1.14 -0.53 -0.23 -0.15
O 6.73563 -0.70669 -1.44075 -0.30 0.32 -0.15 0.04
H 7.48999 -2.62017 -1.30049 -0.13 0.21 0.14 0.14
H 8.28017 -1.38904 -0.25758 -0.27 -0.02 -0.06 0.14
H 4.74423 1.16516 -2.04592 0.02 0.10 -0.13 0.12
H 2.70383 1.33407 -0.64520 -0.14 0.07 -0.02 0.11
C 2.04040 1.09558 2.32079 -0.10 0.29 0.26 -0.02
C 1.41121 2.28320 1.57331 0.26 -0.56 0.34 -0.48
O 2.00426 3.33060 1.41711 0.15 0.35 0.01 0.07
N 0.18148 2.02277 1.10478 -0.56 -0.06 -0.19 0.13
H -0.28323 1.17238 1.38910 0.13 -0.06 0.13 0.12
C -0.60903 3.00792 0.38211 0.03 0.56 -0.10 -0.30
C -2.02849 2.48191 0.17951 0.17 -0.20 0.07 -0.14
C -2.07038 1.32525 -0.81699 -0.19 0.24 -0.14 -0.20
C -1.44220 1.72167 -2.14771 0.19 -0.29 0.12 -0.19
C -0.00076 2.16415 -1.92342 -0.21 0.26 -0.15 -0.20
C 0.04204 3.34905 -0.96454 0.17 -0.20 0.11 -0.14
H 1.06963 3.66707 -0.78613 -0.05 0.09 -0.01 0.10
H -0.49855 4.18997 -1.40270 -0.02 0.08 -0.03 0.12
H 0.56651 1.32864 -1.50579 0.08 -0.07 -0.02 0.09
H 0.46222 2.44242 -2.87225 0.09 -0.05 0.00 0.11
H -1.47410 0.87569 -2.83698 -0.06 0.02 -0.07 0.11
H -2.01045 2.54136 -2.59313 -0.06 0.05 -0.08 0.11
H -1.53069 0.46740 -0.41112 0.00 -0.14 0.02 0.10
H -3.10652 1.01745 -0.96772 -0.01 -0.11 0.07 0.10
H -2.44351 2.15562 1.13551 -0.06 0.07 0.06 0.11
H -2.64700 3.30009 -0.19422 -0.02 0.06 0.03 0.12
H -0.63332 3.92412 0.98915 -0.02 -0.14 -0.08 0.15
H 3.04785 1.37519 2.63206 -0.14 0.01 -0.08 0.14
H 1.42939 0.86095 3.19728 0.11 0.05 -0.07 0.13
H 2.16161 -2.62245 0.68207 -0.05 0.05 -0.11 0.11
H 1.14661 -1.76332 -0.46744 0.13 0.00 -0.01 0.14
H -0.06098 -3.34544 1.84486 0.03 -0.05 -0.01 0.12
H 0.39522 -4.12868 0.31495 -0.10 0.08 0.03 0.12
H -1.53131 -1.56883 1.72389 -0.03 -0.16 -0.22 0.11
H -3.69672 -2.56501 -1.11559 0.03 -0.03 -0.04 0.10
H -7.07486 -2.16172 -1.28573 -0.06 -0.04 -0.04 0.09
H -6.58032 -0.73244 -2.18508 -0.04 0.02 -0.06 0.08
H -5.70049 -2.25670 -2.39350 -0.02 -0.04 -0.08 0.08
```
Positions in Å, forces in eV/Å.

As for the molar mass: 466.5 g/mol. For the lowest unoccupied orbital energy, the calculation gives 0.57 eV. As for the relative energy (zero: lowest compared OMol25 entry of this formula, charge and spin): 28.8 kcal per mole. The calculation puts the largest force on an atom at 0.025 Eh/bohr. The HOMO energy is -8.6 eV. The value obtained for the HOMO-LUMO gap is 9.155 eV. The structure (SMILES) is Cc1ccnc(NC(=O)CCC(=O)N(CC(=O)NC2CCCCC2)c2ccc3c(c2)OCO3)c1. As for the total energy: -1565.96633 Eh.

Formula: C41H29N10O4ScSe2
Source: the OMol25 dataset
Level of theory: ωB97M-V with the def2-TZVPD basis set

XYZ file:
```
87
Properties=species:S:1:pos:R:3:forces:R:3:lowdin_charge:R:1
Sc -0.27914 -0.63401 -0.51119 -0.63 -0.10 -0.18 1.00
C -2.21281 3.81477 -5.24841 0.01 -0.01 0.00 -0.09
C -3.31069 4.05044 -4.37622 0.00 0.01 -0.04 -0.09
C -3.39457 3.44467 -3.15530 -0.06 0.01 0.04 -0.04
C -2.35284 2.56666 -2.77171 0.05 0.01 -0.06 -0.13
C -2.07313 1.79237 -1.64530 0.14 -0.16 -0.10 -0.27
N -2.98822 1.69727 -0.51234 -0.18 -0.08 0.17 0.00
C -2.42217 1.39317 0.80546 0.12 0.01 -0.06 -0.30
C -3.00691 1.79378 2.00404 0.04 -0.01 0.06 -0.13
C -4.10917 2.60473 2.37334 -0.05 0.04 -0.03 -0.04
C -4.37365 2.77255 3.70116 -0.02 0.01 0.01 -0.09
C -3.57100 2.16222 4.70608 -0.01 0.00 0.02 -0.09
C -2.50100 1.38038 4.37676 0.03 -0.02 0.00 -0.03
C -2.20999 1.17393 3.01040 -0.01 0.02 -0.10 -0.12
C -1.20566 0.44746 2.34051 -0.08 0.09 -0.08 -0.30
N -0.23976 -0.27239 2.99797 0.11 -0.06 0.04 0.20
C 0.77315 -0.80068 2.43349 0.05 0.03 -0.01 -0.28
N 1.13571 -0.73706 1.07284 -0.07 -0.01 0.09 0.07
C 2.29395 -1.39887 0.91044 0.13 -0.10 -0.05 -0.25
N 3.02464 -1.52972 -0.18678 -0.11 0.11 0.04 0.21
C 2.66527 -0.92433 -1.31510 0.17 -0.08 -0.02 -0.25
N 1.52887 -0.27860 -1.59815 -0.05 0.03 -0.04 0.07
C 1.62839 0.25667 -2.90173 -0.03 -0.02 0.02 -0.27
N 0.77938 0.98259 -3.51327 0.14 -0.03 -0.01 0.21
C -0.40343 1.42310 -2.98000 -0.02 -0.01 -0.02 -0.32
N -0.92410 1.10501 -1.75832 0.02 0.09 0.19 0.02
C -1.25682 2.32752 -3.64518 -0.09 -0.02 0.09 -0.12
C -1.19598 2.97110 -4.89688 0.02 0.01 -0.03 -0.02
C 2.93095 -0.14473 -3.45571 0.05 -0.01 -0.04 -0.10
C 3.53402 0.10377 -4.67637 -0.04 -0.02 0.04 -0.01
C 4.80413 -0.42072 -4.87516 -0.01 0.03 -0.06 -0.07
C 5.45043 -1.16014 -3.88383 0.06 -0.04 0.03 -0.07
C 4.84492 -1.39845 -2.65774 -0.02 0.01 -0.01 0.00
C 3.57650 -0.87883 -2.47030 -0.06 0.05 -0.03 -0.10
C 2.72337 -1.98794 2.18795 0.00 0.00 0.03 -0.10
C 3.80271 -2.79112 2.50862 -0.03 0.01 0.00 0.01
C 3.91014 -3.20699 3.82766 0.05 -0.03 -0.01 -0.06
C 2.97276 -2.81819 4.78505 0.00 -0.01 0.05 -0.07
C 1.89509 -2.00718 4.45538 -0.03 0.03 -0.09 -0.01
C 1.78575 -1.60661 3.13472 0.03 -0.04 0.15 -0.10
N -1.36770 0.57337 0.98834 -0.01 0.16 0.10 0.06
H -2.19217 4.31852 -6.20626 0.01 -0.01 0.01 0.10
H -4.09462 4.72602 -4.69489 0.00 -0.01 0.01 0.10
H -4.24673 3.64102 -2.51025 0.02 -0.01 -0.01 0.10
H -4.73789 3.09322 1.63456 0.02 -0.02 -0.01 0.10
H -5.21067 3.38908 4.00370 0.01 -0.01 0.00 0.10
H -3.81939 2.33541 5.74537 0.02 -0.01 -0.01 0.10
H -1.87377 0.92469 5.13312 -0.02 0.02 0.00 0.11
H -0.35686 2.79078 -5.55661 -0.01 0.00 0.01 0.11
H 3.02836 0.68162 -5.43885 0.01 -0.01 0.01 0.11
H 5.30758 -0.25311 -5.81910 0.00 0.00 0.01 0.10
H 6.44055 -1.55176 -4.07989 -0.02 0.00 0.01 0.10
H 5.33172 -1.96652 -1.87648 0.00 0.00 -0.01 0.12
H 4.51438 -3.09270 1.75229 -0.01 0.01 0.01 0.12
H 4.72789 -3.85179 4.12266 -0.01 0.01 -0.01 0.11
H 3.08966 -3.16313 5.80498 0.00 0.01 -0.01 0.10
H 1.16450 -1.69928 5.19248 0.01 0.00 0.00 0.11
O -0.03482 -6.26133 3.54528 0.03 -0.06 -0.06 0.11
C 0.35551 -5.32914 2.63622 0.03 0.11 0.15 -0.47
O 1.44980 -5.35720 2.16273 0.02 -0.05 -0.06 0.15
C -0.63293 -4.25667 2.37614 -0.01 0.06 -0.06 -0.07
C -1.39869 -3.58775 3.30911 -0.05 -0.11 0.04 -0.01
N -2.01608 -2.58965 2.65874 -0.01 0.12 0.04 0.03
N -1.66739 -2.52744 1.37140 0.08 0.02 -0.10 0.08
C -0.83940 -3.53701 1.17783 0.05 -0.12 0.06 -0.14
C -0.33037 -3.74574 -0.22138 0.07 0.05 0.03 -0.56
O -0.18010 -4.85253 -0.68420 -0.03 -0.03 0.05 0.11
O -0.14592 -2.62054 -0.84422 0.02 0.05 -0.19 -0.17
H -0.98409 -6.18898 3.69557 -0.03 0.01 0.01 0.10
H -1.50924 -3.72399 4.37347 0.00 -0.01 -0.03 0.14
H -2.54419 -1.82559 3.05200 0.00 -0.01 0.03 0.15
C -1.07164 -2.73743 -3.86035 -0.01 0.03 -0.04 -0.35
Se -2.27147 -1.44260 -3.04911 0.09 -0.05 0.04 0.99
C -3.46462 -2.72475 -2.20102 -0.05 -0.01 0.04 -0.54
C -4.64812 -2.00809 -1.57953 -0.03 0.02 -0.07 -0.54
Se -4.18114 -0.89622 -0.03711 0.02 0.05 0.00 1.06
C -4.27206 0.88010 -0.79823 0.10 0.15 -0.03 -0.36
H -0.67120 -3.38449 -3.08514 0.00 -0.02 0.02 0.02
H -0.26097 -2.17123 -4.31528 -0.01 0.02 0.00 0.02
H -1.60139 -3.29728 -4.62641 0.00 -0.02 0.00 0.03
H -2.90561 -3.28287 -1.45016 0.05 -0.01 0.00 0.06
H -3.82145 -3.42415 -2.95839 0.03 0.02 -0.03 0.08
H -5.36545 -2.72565 -1.18365 0.01 -0.03 0.00 0.06
H -5.17786 -1.38988 -2.30438 0.02 0.02 0.00 0.06
H -5.07603 1.44354 -0.32985 -0.01 -0.04 0.05 0.07
H -4.40745 0.85801 -1.87622 0.01 -0.04 -0.03 0.08
H -3.32834 2.65660 -0.41337 -0.03 0.00 0.03 0.17
```
Positions in Å, forces in eV/Å.

As for the molar mass: 928.6 g/mol. For the lowest unoccupied orbital energy, the calculation gives -1.14 eV. As for the relative energy (zero: lowest compared OMol25 entry of this formula, charge and spin): 64.3 kcal per mole. The calculation puts the largest force on an atom at 0.013 Eh/bohr. The HOMO energy is -7.0 eV. The value obtained for the HOMO-LUMO gap is 5.825 eV. As for the total energy: -7992.15926 Eh.

Formula: C24H32BF4N5O5PdS
Source: the OMol25 dataset
Level of theory: ωB97M-V with the def2-TZVPD basis set

XYZ file:
```
73
Properties=species:S:1:pos:R:3:forces:R:3:lowdin_charge:R:1
Pd 0.03668 -0.07899 -0.07529 0.76 -1.91 -0.26 0.72
O 1.88457 -0.01700 -0.02806 -0.63 0.86 -0.46 -0.61
C -5.49565 -6.09380 -1.48383 -0.01 0.11 -0.06 -0.06
C -5.85424 -4.65263 -1.74986 0.05 -0.21 0.02 -0.28
C -4.93999 -3.77407 -2.31284 -0.15 0.03 -0.03 -0.03
C -5.26314 -2.44753 -2.54934 0.14 -0.07 -0.15 0.00
C -6.51794 -1.96483 -2.20795 -0.05 -0.02 -0.07 -0.26
N -6.91351 -0.63156 -2.41827 0.03 0.05 0.20 0.12
C -6.16932 0.45566 -2.83914 -0.14 0.17 -0.15 -0.54
O -6.68966 1.30696 -3.55245 -0.04 -0.06 -0.04 0.03
N -4.86935 0.55441 -2.44963 0.12 -0.09 -0.06 0.14
C -4.24188 0.17077 -1.23345 -0.03 -0.08 0.14 -0.22
C -4.92077 -0.26232 -0.10552 -0.27 0.02 0.14 -0.03
C -4.18214 -0.58594 1.01566 0.11 0.16 -0.16 -0.04
C -2.80402 -0.45330 0.97676 0.26 -0.07 0.36 -0.11
N -2.14260 -0.01273 -0.09322 -0.81 -0.21 0.30 -0.03
C -2.86530 0.29198 -1.16250 0.31 -0.21 -0.38 -0.09
C -7.45435 -2.84623 -1.67101 -0.02 -0.06 0.17 -0.04
C -7.12198 -4.16958 -1.43962 0.07 0.08 -0.09 -0.06
H -4.46651 -6.30317 -1.77333 -0.04 0.02 0.00 0.06
H -6.14660 -6.76515 -2.04888 -0.02 -0.05 0.07 0.07
H -5.59506 -6.32488 -0.42161 -0.02 -0.07 -0.01 0.08
H -3.94994 -4.11879 -2.57953 -0.02 0.06 0.04 0.10
H -4.52725 -1.81019 -3.01671 -0.01 0.06 0.12 0.12
H -7.90039 -0.47561 -2.53551 0.01 0.00 -0.14 0.14
H -4.35852 1.21617 -3.01290 -0.03 0.16 0.16 0.15
H -6.00080 -0.33122 -0.07720 0.03 -0.02 -0.11 0.11
H -4.66808 -0.93285 1.91662 0.04 0.00 0.03 0.10
H -2.19459 -0.69540 1.83653 0.00 -0.01 0.00 0.10
H -2.29646 0.64469 -2.01287 -0.07 0.02 -0.06 0.11
H -8.44733 -2.49509 -1.41099 0.02 0.09 0.00 0.10
H -7.86220 -4.83374 -1.00651 0.01 -0.01 0.00 0.11
C -0.77397 4.27027 2.58578 0.05 -0.04 0.01 -0.11
C 0.31522 4.68627 1.59969 -0.25 0.16 0.16 -0.32
C -0.02413 4.32540 0.15626 0.22 0.12 0.13 -0.34
S 0.07047 2.49059 -0.09753 0.18 0.49 -0.39 0.91
O -1.02740 2.16372 -1.07374 0.32 1.20 -0.46 -0.57
C 1.62385 2.51780 -1.02692 0.09 0.38 -0.48 -0.40
C 2.82675 2.76943 -0.13726 0.14 0.19 0.20 -0.32
C 4.12891 2.61956 -0.91716 -0.03 -0.01 -0.01 -0.12
H -0.52184 4.60041 3.59540 -0.01 -0.06 0.01 0.07
H -0.89333 3.18628 2.61510 0.01 -0.01 0.02 0.07
H -1.73466 4.71789 2.31461 0.01 -0.01 -0.03 0.07
H 1.26291 4.23489 1.90200 -0.01 -0.03 -0.07 0.09
H 0.44706 5.77334 1.66280 0.08 -0.01 -0.03 0.10
H 0.64233 4.83710 -0.54499 0.00 -0.16 0.00 0.07
H -1.04521 4.63000 -0.08661 -0.05 -0.27 0.02 0.08
H 1.53963 3.26602 -1.82677 -0.16 0.23 0.15 0.09
H 1.70732 1.53586 -1.48764 -0.03 -0.17 0.31 0.05
H 2.81907 2.06355 0.69543 -0.17 -0.20 -0.14 0.10
H 2.78639 3.77932 0.28944 -0.02 0.07 -0.06 0.09
H 4.21533 1.60984 -1.32060 -0.06 -0.03 0.04 0.08
H 4.98995 2.80157 -0.26934 0.01 -0.01 -0.02 0.06
H 4.17671 3.33094 -1.74860 0.01 -0.01 -0.02 0.06
F -0.06147 -0.03209 2.20129 -0.17 0.09 1.29 0.03
B -0.11625 0.00136 3.62128 0.18 -0.01 -0.02 -1.24
F 0.37372 -1.19816 4.15070 -0.08 0.03 0.02 0.09
F 0.64478 1.08704 4.09532 -0.09 0.05 0.00 0.08
F -1.47032 0.17234 4.01485 -0.04 0.02 -0.04 0.06
C -2.19676 -5.32078 -0.41804 0.02 0.28 0.04 -0.07
N -0.97088 -4.58416 -0.21621 -0.25 -0.32 0.01 -0.08
C 0.20479 -5.24070 -0.00611 0.39 -0.01 0.05 -0.12
C 1.32362 -4.54520 0.17444 -0.26 0.07 -0.09 -0.02
C 1.28888 -3.06252 0.15231 0.47 0.18 0.19 -0.50
O 2.35520 -2.50182 0.33122 -0.31 -0.36 -0.01 -0.01
N 0.06236 -2.40892 -0.06063 0.08 -0.94 -0.12 0.13
C -1.05083 -3.16750 -0.24777 0.47 0.41 0.00 -0.50
O -2.18653 -2.73306 -0.46316 -0.20 0.02 -0.21 -0.01
H -1.99931 -6.39245 -0.37052 0.12 0.01 0.02 0.08
H -2.62502 -5.07593 -1.39060 -0.01 -0.06 0.08 0.05
H -2.93014 -5.05467 0.34584 -0.10 -0.02 -0.08 0.09
H 0.17702 -6.32507 0.00310 -0.14 0.00 -0.01 0.10
H 2.28283 -5.00918 0.34416 -0.01 0.00 0.01 0.09
```
Positions in Å, forces in eV/Å.

As for the molar mass: 695.8 g/mol. For the lowest unoccupied orbital energy (spin up / spin down), the calculation gives 3.98 / 3.98 eV. As for the relative energy (zero: lowest compared OMol25 entry of this formula, charge and spin): 53.9 kcal per mole. The calculation puts the largest force on an atom at 0.040 Eh/bohr. The HOMO energy (spin up / spin down) is 0.0 / 0.0 eV. The total charge is -2. The value obtained for the HOMO-LUMO gap (spin up / spin down) is 4.006 / 3.998 eV. As for the total energy: -2534.30012 Eh.